# 1
Density functional theory data (ωB97M-V/def2-TZVPD) for a structure of composition C27H45N4OP2Pr in a non-equilibrium geometry.

Structure (ORCA input):
```
! wB97M-V def2-TZVPD RIJCOSX def2/J DEFGRID3
* xyz 2 3
H 0.190 3.568 -0.967
C 0.108 -3.937 -4.013
H -0.117 6.009 -0.694
H 3.018 0.445 0.528
C -0.190 3.970 -0.012
C 1.963 -1.737 6.543
H 3.268 -2.211 4.200
H 2.524 -1.758 8.628
C -0.495 4.195 3.426
H 2.923 -2.119 6.195
H 1.705 -3.597 -1.480
C 0.939 -1.448 5.632
H 2.993 1.219 -1.045
C 1.706 3.003 3.779
H -1.792 -2.950 -4.021
H -2.080 2.876 -0.315
P 0.548 2.818 1.245
N 0.083 -0.653 10.898
H -1.475 -5.406 -2.184
C 2.167 -1.944 2.299
H 1.383 4.690 2.458
C -0.195 -3.138 -0.452
H 0.639 -5.016 -1.211
H 1.395 5.487 0.063
H 0.412 -1.125 -3.419
H -1.473 -0.374 7.779
H -2.163 4.128 0.947
H 2.975 2.613 1.299
H -0.786 -1.188 3.425
C -2.642 -1.753 -1.550
C -1.189 -3.532 -3.301
H 2.385 3.240 -0.247
H -2.042 -3.206 0.733
H -1.113 4.826 2.775
H 0.684 -3.068 -4.354
H 2.835 -2.174 1.479
H -3.506 -2.392 -2.003
H 2.052 -0.114 -2.295
C 1.737 -1.533 7.907
H 1.523 -4.281 0.138
H 1.831 -1.469 -1.194
C 0.276 -1.394 3.271
N 0.846 -1.551 2.061
Pr -0.483 0.151 1.063
C 0.982 -4.057 -0.793
H -2.234 -5.344 -3.782
H -0.596 -0.043 -2.447
H -0.164 -4.523 -4.899
C -1.724 3.877 -0.028
H 0.226 -2.293 0.137
C 0.073 -0.918 -2.392
C 2.387 1.077 -0.130
H -1.087 3.312 3.709
H -0.024 5.872 1.067
C 1.335 -0.552 -1.572
H 2.709 2.801 3.388
C 0.839 3.788 2.784
O -2.566 -1.037 -0.408
C 0.271 -0.831 9.756
C -0.300 -0.960 6.065
C -0.512 -0.755 7.429
H 0.743 -4.570 -3.380
H -2.120 4.587 -0.767
H 1.819 3.591 4.700
H -0.686 -4.159 1.368
C 2.214 2.468 0.520
C 2.383 -1.969 3.633
N 1.139 0.389 -0.471
H -2.982 -4.473 -2.438
C -2.019 -4.754 -2.882
H -1.094 -0.735 5.352
N 1.172 -1.613 4.250
C 0.302 5.412 0.126
H -3.143 -1.289 -2.432
C -1.205 -3.854 0.448
H -1.605 -4.759 -0.032
C 0.502 -1.042 8.352
P -0.958 -2.365 -1.937
H -0.292 4.764 4.343
H 1.246 2.042 4.055
*
```

For the frontier orbital gap (alpha / beta), the calculation gives 0.2596 / 0.2664 hartree. The total energy is -69367.8647 eV. The value obtained for the HOMO energy (alpha / beta) is -13.46 / -13.47 eV. Its energy relative to the best compared isomer or geometry (same formula, charge and spin) is 0.00 kJ/mol.


# 2
Density functional theory data (ωB97M-V/def2-TZVPD) for a structure of composition C27H45N4OP2V in a non-equilibrium geometry.

Structure (ORCA input):
```
! wB97M-V def2-TZVPD RIJCOSX def2/J DEFGRID3
* xyz 1 4
H 2.656 1.997 0.831
C 2.781 -1.037 1.901
C 2.196 1.849 -1.232
H -0.205 -5.189 -1.616
H 2.669 -1.330 8.162
H -1.047 4.634 2.373
H 3.829 -1.547 3.765
V 0.320 -0.100 0.175
N 1.651 -1.612 3.708
H 3.493 -0.760 1.154
H 1.648 2.409 -2.052
P 0.255 2.202 0.796
H 1.487 -2.041 -3.136
H 2.730 -0.134 -2.957
C 1.701 -1.873 -2.077
H -2.801 -2.361 -0.869
H -0.360 -4.407 1.729
C 0.384 2.963 2.476
H -1.256 -2.975 1.199
C -2.275 3.180 0.079
C 0.364 -3.645 -0.155
H 1.209 3.686 2.347
C 1.297 -1.675 5.063
H 2.190 3.566 0.097
H 0.033 0.590 -1.839
C -1.192 -2.395 -2.379
C -0.772 -3.897 0.845
C -2.478 -2.940 -1.745
H 1.799 1.532 3.341
H 0.058 -3.959 -3.347
C -0.445 -1.431 6.736
H -3.277 -2.896 -2.497
H -1.585 -3.806 -3.988
H -0.601 2.968 -1.266
H 3.279 1.876 -1.528
O -2.498 -0.497 1.316
H 0.822 2.418 4.512
C -0.068 -1.637 5.397
C 0.773 -1.383 2.705
C 2.286 -1.609 6.050
H 0.090 1.095 3.589
N -0.149 -0.856 10.188
C 1.910 -1.410 7.384
C 0.552 -1.304 7.717
C 0.655 -4.885 -1.006
H -2.583 3.825 0.914
C -0.736 -3.240 -3.584
C 1.963 2.498 0.137
H -2.844 3.477 -0.813
H -0.724 3.999 3.985
H 1.276 -3.421 0.425
H 3.439 -0.715 -1.414
H -2.559 2.145 0.325
C 0.798 1.933 3.528
H 0.891 -5.724 -0.337
H 3.334 -1.669 5.780
C -0.284 4.795 -0.146
H -1.102 5.459 0.161
P 0.136 -2.083 -1.131
C 2.457 -0.536 -1.932
H 1.524 -4.750 -1.660
N 1.801 0.420 -1.057
H 0.564 4.952 0.539
H -1.401 -1.371 -2.732
H -0.758 0.535 -1.786
C -0.865 3.713 2.936
H -0.291 -1.514 2.792
H -0.383 -2.599 -4.400
C 0.162 -1.063 9.081
H -2.375 -3.990 -1.446
C -1.456 -0.333 0.788
H 0.038 5.123 -1.142
C -0.777 3.336 -0.238
H -1.502 -1.363 7.024
N 1.412 -0.986 1.604
H -1.761 3.083 2.883
C 2.940 -1.432 3.184
H -1.543 -4.554 0.418
H -0.863 -1.730 4.659
H 2.389 -2.659 -1.757
*
```

For the frontier orbital gap (alpha / beta), the calculation gives 0.2537 / 0.2720 hartree. The total energy is -80995.7179 eV. The value obtained for the HOMO energy (alpha / beta) is -9.70 / -10.45 eV.


# 3
Density functional theory data (ωB97M-V/def2-TZVPD) for a cluster of 2 separate species, C27H45NO4P in total in a non-equilibrium geometry.

Structure (ORCA input):
```
! wB97M-V def2-TZVPD RIJCOSX def2/J DEFGRID3
* xyz 1 1
C 0.158 2.099 -0.819
H 1.711 -7.179 -0.641
H 4.959 -3.462 -2.983
H 2.674 -4.476 0.421
C -4.415 5.373 2.621
H 2.167 2.817 -0.924
H 3.332 -6.775 -0.090
C 3.514 -1.901 -0.213
N -2.626 8.403 1.448
H 0.477 -3.885 2.166
H -0.127 2.416 -1.824
H -6.441 2.914 -2.705
H 5.383 -5.439 -1.547
C 4.431 -2.083 -1.433
H 2.172 1.274 -2.704
C -3.623 6.328 2.082
H -1.967 -3.631 2.324
H 4.104 -1.418 -2.236
C 1.662 1.870 -0.724
H 1.436 -0.144 1.116
C 0.945 -3.205 -1.219
H -2.113 4.681 -0.395
H 2.718 -6.088 -1.598
H -5.917 1.451 -1.898
H -0.091 -0.851 0.712
O -3.731 8.375 3.465
H -6.723 2.789 -0.962
C -2.077 7.408 0.606
H -1.411 -2.596 1.024
O -1.242 7.521 -0.251
C -2.763 4.889 0.447
H 3.792 -0.953 0.262
C 0.941 -1.106 0.960
H 3.728 -2.657 0.545
C -3.563 3.903 0.971
C 1.502 -0.525 -1.792
H -5.045 5.602 3.471
H 1.558 -5.581 1.179
C 2.445 -6.375 -0.580
H 0.821 -1.041 3.081
O -3.603 2.565 -1.118
C -3.518 2.540 0.305
H 1.463 -3.424 -2.158
H 5.435 -1.754 -1.159
P 1.747 -1.766 -0.499
C 0.068 -2.968 2.592
H -2.533 2.122 0.536
H 2.053 -2.135 2.509
C 5.377 -4.433 -1.128
H -0.108 -4.362 0.246
C 1.881 -5.196 0.210
C -3.409 7.767 2.479
H 0.044 -3.146 3.669
C 4.519 -3.507 -1.984
C -1.360 -2.754 2.104
C -4.386 4.120 2.047
C -2.799 6.135 0.990
H -0.038 -2.837 -1.538
H -0.412 1.202 -0.567
H -0.146 2.882 -0.123
C -4.706 3.251 -1.593
H 5.010 -4.500 -0.101
H 1.839 -1.006 -2.716
H -4.242 1.853 0.761
H -3.181 9.088 0.946
C -6.040 2.527 -1.769
H -5.009 3.310 2.404
H 6.409 -4.081 -1.094
C 1.027 -1.804 2.327
H -1.818 -1.892 2.596
H 3.276 0.683 -1.489
H 1.935 1.615 0.303
H 0.249 -5.223 -1.203
C 0.686 -4.527 -0.484
H 3.524 -3.939 -2.113
C 2.214 0.832 -1.706
H 0.425 -0.388 -1.924
O -4.631 4.411 -1.915
*
```

For the frontier orbital gap, the calculation gives 0.3454 hartree. The total energy is -47692.9682 eV. The value obtained for the HOMO energy is -11.63 eV.